The following is a DFT calculation (ωB97M-V with the def2-TZVPD basis set) of a 3-piece molecular cluster, C26H49N4O6 overall in a non-equilibrium geometry.

ORCA input file:
```
! wB97M-V def2-TZVPD RIJCOSX def2/J DEFGRID3
* xyz 1 1
C 3.91542 0.68715 1.87379
C 2.57770 1.39882 1.72832
C 2.72130 2.79519 1.15185
N 1.41295 3.40392 0.83527
C 0.72588 2.80188 -0.21672
C 0.90745 2.86514 -1.59493
C 1.89634 3.65561 -2.38490
O 1.29378 4.73675 -3.05117
C 1.46867 6.00499 -2.43645
C 0.40892 6.31271 -1.37098
N -0.05191 2.04556 -2.15605
C -0.20417 1.75014 -3.57633
C 0.74737 0.64153 -4.05217
C 0.91598 -0.48380 -3.03531
C -0.34183 -1.25965 -2.78769
O -0.71295 -1.54023 -1.67317
O -1.03961 -1.59516 -3.87325
C -0.78660 1.51187 -1.17411
N -0.34827 1.93744 0.00599
C -0.85568 1.56705 1.33221
C -2.09870 2.33764 1.72660
C -3.41480 1.94665 1.03495
C -3.63457 0.47575 0.68742
N -4.03299 -0.31889 1.85342
C -4.88930 -1.44590 1.48340
C -2.88702 -0.76022 2.58778
C -2.10055 -1.94342 2.08138
O -2.53601 -0.18686 3.56510
H 4.66636 1.32697 2.33026
H 3.78637 -0.17251 2.52461
H 4.28000 0.32321 0.91754
H 2.09025 1.48421 2.69965
H 1.92650 0.78680 1.10092
H 3.37271 2.74111 0.27347
H 3.19793 3.43211 1.89068
H 1.48404 4.39907 0.67253
H 2.36461 3.01413 -3.13213
H 2.68325 3.97703 -1.70407
H 2.47167 6.10155 -2.02065
H 1.39167 6.73290 -3.23775
H 0.85409 6.47047 -0.39079
H -0.30707 5.49763 -1.29846
H -0.15384 7.20577 -1.61971
H -0.03650 2.66097 -4.13908
H -1.23001 1.42259 -3.72183
H 0.33678 0.23287 -4.97184
H 1.72102 1.04658 -4.31505
H 1.66321 -1.18817 -3.39837
H 1.24147 -0.12853 -2.06449
H -1.65983 -2.29413 -3.61175
H -1.59302 0.81906 -1.31932
H -0.06087 1.79784 2.02992
H -0.98353 0.48998 1.34577
H -2.19208 2.27736 2.80595
H -1.90079 3.38748 1.50638
H -3.59657 2.55456 0.15040
H -4.21406 2.19315 1.72967
H -4.46060 0.42686 -0.01886
H -2.78152 0.01164 0.17456
H -5.83628 -1.05022 1.12843
H -4.47639 -2.06940 0.68290
H -5.08538 -2.06015 2.35575
H -2.25972 -2.78810 2.74553
H -2.32589 -2.22843 1.05823
H -1.04516 -1.69197 2.15282
C -0.52524 -5.02519 -2.01321
C -1.52956 -5.92627 -2.69157
O -1.94923 -5.66253 -3.79402
C -1.98572 -7.14518 -1.93075
H -0.28652 -4.19951 -2.67957
H -0.94092 -4.62779 -1.08589
H 0.39041 -5.57347 -1.78797
H -2.45030 -6.84675 -0.98961
H -1.13323 -7.78854 -1.70815
H -2.70626 -7.69810 -2.52761
C 3.90563 -4.26481 4.86910
C 3.49248 -3.19917 3.88618
O 4.29214 -2.42797 3.40921
C 2.02537 -3.13879 3.52460
H 4.97639 -4.20291 5.04476
H 3.37674 -4.12786 5.81345
H 3.66137 -5.25254 4.47531
H 1.42604 -2.95873 4.41845
H 1.71102 -4.08443 3.08024
H 1.85981 -2.33342 2.81102
*
```

Values from the calculation:
E_LUMO = -2.1 eV
frontier orbital gap = 9.419 eV